Record 1
Molecular formula: C6H11N4O
Method: DFT, ωB97M-V with the def2-TZVPD basis set

Atoms and positions in Å:
O (0.84, 0.22, -0.66)
N (-0.65, -1.01, 2.04)
N (-0.98, 2.00, -0.52)
N (-2.87, 1.01, 0.60)
N (-1.33, -2.68, -1.18)
C (-0.44, -0.84, 0.92)
C (2.13, 0.06, 0.01)
C (2.12, 1.10, 1.16)
C (-0.11, -0.76, -0.41)
C (-1.85, 1.51, 0.24)
C (-0.59, -1.64, -1.42)
H (-1.15, 2.79, -1.13)
H (-1.78, -3.25, -1.91)
H (1.66, 0.77, 2.07)
H (2.99, 0.26, -0.59)
H (0.03, 1.46, -0.56)
H (-1.52, -2.94, -0.27)
H (-3.36, 1.11, 1.37)
H (3.21, 1.27, 1.33)
H (-0.32, -1.52, -2.43)
H (1.50, 2.00, 0.95)
H (2.47, -0.94, 0.38)

As for the HOMO-LUMO gap: 8.34 eV. Its energy relative to the best compared isomer or geometry (same formula, charge and spin) is 63.17 kcal/mol. As for the net charge: +1. Its spin multiplicity is 1.

Record 2
Molecular formula: H10MgO13S2
Method: DFT, ωB97M-V with the def2-TZVPD basis set

Atoms and positions in Å:
S (-3.48, 2.15, -2.12)
S (2.68, -3.56, 3.38)
Mg (0.24, -0.25, 0.44)
O (-4.26, 2.66, -1.05)
O (-3.42, 3.28, -3.07)
O (2.84, -3.07, 4.73)
O (1.78, -4.65, 3.33)
O (-2.19, 1.72, -1.62)
O (-4.18, 1.03, -2.74)
O (-2.35, -0.36, 2.79)
O (-1.09, -2.79, -1.04)
O (3.91, -4.09, 2.83)
O (2.23, -2.45, 2.57)
O (1.31, 3.44, -3.44)
O (1.31, 2.62, 1.73)
O (2.66, -0.48, -1.93)
H (-2.55, -1.20, 3.21)
H (-0.79, -2.94, -1.94)
H (-3.03, 0.23, 3.13)
H (-2.05, -2.83, -1.10)
H (0.60, 2.95, -3.02)
H (3.53, -0.13, -2.12)
H (2.42, -0.96, -2.72)
H (1.04, 3.51, -4.36)
H (1.13, 3.54, 1.53)
H (1.71, 2.64, 2.60)

As for the HOMO-LUMO gap: 2.23 eV. Its energy relative to the best compared isomer or geometry (same formula, charge and spin) is 260.43 kcal/mol. As for the net charge: -2. Its spin multiplicity is 1.

Record 3
Molecular formula: C5H12S
Method: DFT, ωB97M-V with the def2-TZVPD basis set

Atoms and positions in Å:
S (1.49, 0.76, -0.61)
C (2.30, -1.80, -0.73)
C (-2.91, -0.48, 0.84)
C (-1.94, 0.37, 1.15)
C (-2.05, 1.87, 0.96)
C (2.78, -0.48, -1.23)
H (1.02, 2.00, -0.44)
H (-3.78, -0.22, 0.22)
H (2.77, -0.46, -2.32)
H (3.73, -0.12, -0.89)
H (1.48, -2.20, -1.34)
H (-0.90, 0.10, 1.20)
H (2.02, -1.87, 0.30)
H (-3.06, 2.19, 1.25)
H (-1.84, 2.06, -0.09)
H (-2.78, -1.53, 1.01)
H (-1.37, 2.37, 1.64)
H (3.06, -2.56, -0.93)

As for the HOMO-LUMO gap: 9.22 eV. Its energy relative to the best compared isomer or geometry (same formula, charge and spin) is 71.84 kcal/mol. Its SMILES is C=CC.CCS. Its spin multiplicity is 1.

Record 4
Molecular formula: C14H44N10O8
Method: DFT, ωB97M-V with the def2-TZVPD basis set

Atoms and positions in Å:
O (-0.59, 1.92, -4.27)
O (2.21, -0.40, 2.74)
O (-1.55, 2.52, 2.39)
O (5.55, -0.85, -0.62)
O (2.77, 2.74, 0.31)
O (-5.39, -0.40, 3.09)
O (-4.65, -2.17, -0.55)
O (0.74, -0.82, 0.46)
N (1.21, 0.51, 4.47)
N (5.01, -0.82, 1.56)
N (4.48, -2.62, 0.21)
N (4.74, 2.00, -0.71)
N (2.39, 1.77, 3.00)
N (-3.69, 0.87, 3.95)
N (-4.39, 1.13, 1.76)
N (-0.81, 4.28, 1.13)
N (2.80, 0.84, -0.96)
N (-0.03, 2.29, 0.68)
C (-1.30, -1.40, -0.55)
C (3.42, 1.93, -0.36)
C (-0.36, -1.78, 0.51)
C (1.88, 0.64, 3.27)
C (-0.89, 2.98, 1.46)
C (0.80, 1.79, -3.96)
C (-3.58, -2.86, -2.67)
C (1.44, 2.93, -4.70)
C (-4.46, -3.24, -1.46)
C (5.01, -1.37, 0.33)
C (-4.59, 0.47, 2.96)
C (1.31, 0.40, -4.33)
C (-3.99, -4.43, -0.58)
C (-0.98, -1.77, 1.97)
H (2.48, 2.98, -4.36)
H (2.41, 0.15, -4.12)
H (-3.87, 2.00, 1.80)
H (-0.32, -2.32, 2.60)
H (5.46, 0.06, 1.64)
H (-5.45, -3.54, -1.83)
H (2.73, 1.89, 2.05)
H (-2.19, -2.05, -0.45)
H (5.26, 2.73, -0.33)
H (3.44, 0.16, -1.29)
H (-2.92, 1.41, 3.64)
H (1.21, -0.95, 1.31)
H (4.05, -0.76, 1.88)
H (1.46, 2.72, -5.77)
H (-1.08, 1.11, -4.06)
H (-0.91, -0.75, 2.21)
H (-1.50, -0.36, -0.43)
H (0.74, -0.37, -3.81)
H (-3.89, -1.98, 0.05)
H (0.04, 1.31, 0.90)
H (3.87, -3.22, 0.82)
H (-3.84, -5.24, -1.25)
H (0.78, 2.72, 0.21)
H (-3.65, -3.65, -3.39)
H (-2.51, -2.86, -2.37)
H (-0.90, -1.63, -1.58)
H (-0.26, 4.73, 0.43)
H (-2.95, -4.33, -0.28)
H (-3.94, -1.91, -3.01)
H (0.91, 3.89, -4.50)
H (4.46, -2.86, -0.76)
H (0.09, -2.83, 0.33)
H (0.98, 1.85, -2.90)
H (-1.44, 4.92, 1.57)
H (1.25, 0.22, -5.38)
H (1.90, 0.45, -0.62)
H (0.99, 1.28, 5.09)
H (-3.54, 0.38, 4.80)
H (0.69, -0.32, 4.56)
H (-2.04, -2.05, 1.95)
H (-4.65, -4.70, 0.24)
H (5.21, 1.09, -0.94)
H (2.19, 2.53, 3.59)
H (-5.22, 1.00, 1.23)

As for the HOMO-LUMO gap: 9.84 eV. Its energy relative to the best compared isomer or geometry (same formula, charge and spin) is 29.22 kcal/mol. Its SMILES is NC(N)=O.NC(N)=O.NC(N)=O.NC(N)=O.NC(N)=O.CC(C)O.CC(C)O.CC(C)O. Its spin multiplicity is 1.

Record 5
Molecular formula: C2H2NO2S
Method: DFT, ωB97M-V with the def2-TZVPD basis set

Atoms and positions in Å:
S (-0.98, 0.17, 0.20)
O (-1.96, -0.14, -0.88)
O (-0.87, 1.60, 0.60)
N (2.87, 0.55, -0.44)
C (1.78, 0.14, -0.28)
C (0.50, -0.51, -0.03)
H (0.34, -1.38, -0.52)
H (-1.68, -0.45, 1.36)

As for the HOMO-LUMO gap: 7.90 eV. Its energy relative to the best compared isomer or geometry (same formula, charge and spin) is 52.93 kcal/mol. As for the net charge: -1. Its SMILES is N#CC=[S@@H](=O)[O-]. Its spin multiplicity is 1.

Record 6
Molecular formula: C2H8NO
Method: DFT, ωB97M-V with the def2-TZVPD basis set

Atoms and positions in Å:
O (-0.87, 2.43, 0.87)
N (-0.78, -0.13, -0.47)
C (0.28, -0.78, -0.83)
C (1.03, -1.69, 0.06)
H (2.08, -1.44, -0.04)
H (0.68, -1.68, 1.09)
H (0.85, -2.66, -0.42)
H (-0.15, 3.04, 0.82)
H (-1.42, 0.16, -1.19)
H (0.65, -0.44, -1.80)
H (-1.43, 2.93, 1.45)
H (-0.92, 0.26, 0.46)

As for the HOMO-LUMO gap: 10.71 eV. Its energy relative to the best compared isomer or geometry (same formula, charge and spin) is 20.55 kcal/mol. As for the net charge: +1. Its spin multiplicity is 1.

Record 7
Molecular formula: C23H26N3S
Method: DFT, ωB97M-V with the def2-TZVPD basis set

Atoms and positions in Å:
S (4.64, -1.89, 1.06)
N (2.90, -4.12, 1.06)
N (1.94, -2.09, 1.01)
N (-0.38, 1.58, -3.63)
C (-0.28, 0.70, -2.60)
C (-2.73, 0.22, 1.61)
C (-2.38, 3.36, -1.23)
C (-0.96, 1.19, -1.47)
C (-2.77, 4.50, -1.90)
C (0.20, 1.41, -4.96)
C (-1.53, 2.46, -1.88)
C (-1.76, 0.99, 0.94)
C (-3.93, 2.57, 4.31)
C (-3.14, 2.00, 3.18)
C (-1.46, 2.26, 1.48)
C (3.07, -2.72, 1.04)
C (3.99, -5.07, 0.81)
C (5.32, -4.56, 1.37)
C (-1.14, 2.70, -3.21)
C (-1.53, 3.87, -3.87)
C (1.46, -4.42, 0.94)
C (-1.14, 0.50, -0.26)
C (-2.33, 4.76, -3.20)
C (0.87, -3.01, 1.02)
C (-2.13, 2.74, 2.58)
C (5.75, -3.25, 0.71)
C (-3.42, 0.73, 2.68)
H (-0.70, 2.86, 1.01)
H (5.82, -3.37, -0.37)
H (-2.96, -0.77, 1.24)
H (4.06, -5.22, -0.27)
H (-0.02, 2.27, -5.59)
H (6.74, -2.95, 1.06)
H (-4.49, 3.44, 3.97)
H (-0.84, -0.54, -0.26)
H (-0.21, 0.52, -5.44)
H (0.30, -2.86, 1.95)
H (0.24, -0.24, -2.65)
H (-2.73, 3.15, -0.24)
H (5.19, -4.38, 2.45)
H (3.72, -6.05, 1.24)
H (-2.62, 5.68, -3.67)
H (-3.42, 5.20, -1.40)
H (-4.20, 0.15, 3.14)
H (1.27, -4.90, -0.03)
H (-4.65, 1.85, 4.70)
H (-1.88, 3.71, 2.97)
H (-3.28, 2.88, 5.12)
H (1.12, -5.08, 1.74)
H (1.28, 1.30, -4.87)
H (6.10, -5.33, 1.28)
H (0.19, -2.79, 0.18)
H (-1.20, 4.07, -4.87)

As for the HOMO-LUMO gap: 5.17 eV. Its energy relative to the best compared isomer or geometry (same formula, charge and spin) is 22.93 kcal/mol. As for the net charge: +1. Its spin multiplicity is 1.

Record 8
Molecular formula: C5H10N4
Method: DFT, ωB97M-V with the def2-TZVPD basis set

Atoms and positions in Å:
N (1.56, -1.26, 0.11)
N (0.78, 1.41, -0.10)
N (-2.07, -0.59, 0.17)
N (2.62, -0.41, 0.23)
C (-0.17, 0.25, 0.03)
C (2.13, 0.80, 0.17)
C (-1.57, 0.45, -0.73)
C (0.55, -0.82, -0.66)
C (-1.06, -0.17, 1.23)
H (-0.83, -0.97, 2.09)
H (-3.21, -0.55, 0.28)
H (2.01, -2.15, -0.21)
H (-2.11, 1.53, -0.83)
H (-1.28, 0.83, 1.67)
H (-0.17, -1.79, -0.88)
H (-1.75, 0.12, -1.89)
H (0.92, -0.49, -1.57)
H (2.85, 1.72, -0.01)
H (0.80, 2.09, 0.89)

As for the HOMO-LUMO gap: 9.19 eV. Its energy relative to the best compared isomer or geometry (same formula, charge and spin) is 137.32 kcal/mol. Its SMILES is C1=NNCC2(CNC2)N1. Its spin multiplicity is 1.

Record 9
Molecular formula: C4H5CoO2
Method: DFT, ωB97M-V with the def2-TZVPD basis set

Atoms and positions in Å:
Co (-0.10, 1.53, -0.21)
O (1.06, -0.01, -0.20)
O (-1.84, 0.53, -0.18)
C (-2.26, -0.60, 0.18)
C (1.11, -1.15, -1.28)
C (-3.32, -1.28, 0.12)
C (0.72, -1.35, 0.09)
H (-0.50, -1.47, 0.32)
H (0.34, -1.12, -2.05)
H (1.40, -1.85, 0.78)
H (2.15, -1.28, -1.59)
H (-4.11, -1.79, 0.65)

As for the HOMO-LUMO gap (spin up / spin down): 6.44 / 7.36 eV. Its energy relative to the best compared isomer or geometry (same formula, charge and spin) is 45.96 kcal/mol. As for the net charge: +1. Its spin multiplicity is 6.

Record 10
Molecular formula: C18H27NO3
Method: DFT, ωB97M-V with the def2-TZVPD basis set

Atoms and positions in Å:
O (5.68, 0.18, 2.04)
O (1.57, -2.00, -0.23)
O (-1.59, -3.55, -0.88)
N (-1.75, -1.49, 0.89)
C (-0.92, -2.72, 1.24)
C (4.50, 0.33, -0.04)
C (6.74, 1.46, 0.60)
C (2.24, -0.30, -1.58)
C (5.70, 0.58, 0.96)
C (-2.43, 0.93, 0.96)
C (3.51, -0.76, 0.16)
C (-0.42, -3.20, -0.34)
C (-2.37, 0.63, -0.72)
C (0.47, -2.05, -0.90)
C (-4.65, 1.95, 1.05)
C (3.26, 0.80, -2.19)
C (-4.66, 2.05, -0.89)
C (4.29, 1.08, -1.31)
C (-3.73, 0.86, 1.44)
C (2.37, -0.96, -0.49)
C (-3.17, 1.97, -1.25)
C (-1.44, -0.27, 1.25)
H (-3.64, 0.98, 2.52)
H (1.42, -0.27, -2.54)
H (0.08, -4.14, -0.04)
H (7.54, 1.35, 1.33)
H (-1.49, -3.43, 1.93)
H (-5.10, 0.99, -0.95)
H (5.10, 1.75, -1.51)
H (3.14, 1.51, -2.98)
H (-1.87, 1.81, 1.39)
H (0.73, -2.70, -1.87)
H (-2.75, -1.75, 1.56)
H (-2.87, -0.18, -0.93)
H (-2.79, 3.02, -1.02)
H (6.37, 2.57, 0.26)
H (-4.16, -0.18, 0.91)
H (-1.34, 1.07, -1.16)
H (-4.18, 2.79, 1.21)
H (-5.61, 1.70, 1.28)
H (-1.43, -0.04, 2.54)
H (-0.28, -1.19, -1.20)
H (-0.41, -0.08, 0.95)
H (0.06, -2.41, 1.90)
H (-5.29, 2.69, -1.13)
H (7.24, 0.94, -0.38)
H (-3.27, 1.87, -2.26)
H (-2.12, -2.96, -0.83)
H (3.72, -1.18, 1.24)

As for the HOMO-LUMO gap: 8.26 eV. Its energy relative to the best compared isomer or geometry (same formula, charge and spin) is 380.48 kcal/mol. Its spin multiplicity is 1.

Record 11
Molecular formula: C34H69BrO7
Method: DFT, ωB97M-V with the def2-TZVPD basis set

Atoms and positions in Å:
Br (1.27, 3.67, 3.70)
O (-5.70, 0.35, 2.78)
O (0.18, 3.14, -4.63)
O (7.00, -2.90, 3.21)
O (-6.52, -1.17, -2.62)
O (1.68, 2.74, 0.49)
O (3.36, 0.19, 0.67)
O (4.45, -1.39, 2.41)
C (5.05, 1.57, 1.58)
C (3.09, -1.67, 2.20)
C (3.52, 1.43, 1.39)
C (7.33, -4.22, 2.80)
C (1.54, 3.17, -5.07)
C (-1.00, -2.07, 0.93)
C (0.24, 4.36, -6.65)
C (-2.77, -0.45, -1.04)
C (-6.38, -0.05, 3.96)
C (1.50, 3.49, -6.56)
C (-7.85, -1.50, -2.21)
C (0.10, 3.69, -1.09)
C (3.00, 2.76, 3.53)
C (-4.30, 0.47, 2.93)
C (6.34, -5.23, 3.35)
C (-2.22, -1.83, -1.38)
C (-3.70, 1.20, 1.75)
C (2.44, -0.80, 1.08)
C (-4.37, 0.89, 0.41)
C (-7.61, -2.15, -4.47)
C (-6.38, -1.38, -4.03)
C (-1.90, -2.69, -0.16)
C (1.29, -2.88, 0.04)
C (2.84, 1.44, 2.75)
C (1.27, 3.94, -0.15)
C (6.74, -1.98, 2.18)
C (2.15, -1.62, -0.17)
C (-0.67, 3.68, -5.64)
C (-3.98, -0.50, -0.11)
C (5.34, -2.09, 1.59)
C (0.26, -2.90, 1.16)
C (3.08, 2.57, 0.50)
C (-8.67, -1.64, -3.49)
C (3.57, 2.56, 4.94)
H (3.55, 3.49, 0.86)
H (1.49, -0.40, 1.43)
H (6.64, -6.23, 3.06)
H (-2.00, 0.19, -0.62)
H (-0.64, 4.47, -0.95)
H (-5.45, -1.91, -4.21)
H (-4.10, 1.04, 3.84)
H (7.49, -2.05, 1.39)
H (-4.81, -0.94, -0.66)
H (0.42, 3.77, -2.12)
H (-4.02, 1.63, -0.31)
H (-1.55, -2.09, 1.88)
H (3.44, 2.39, -0.52)
H (-3.76, -1.12, 0.76)
H (-7.86, -1.98, -5.52)
H (-9.52, -2.31, -3.37)
H (8.32, -4.44, 3.17)
H (5.34, -5.05, 2.97)
H (-3.85, -0.52, 3.06)
H (-7.17, -0.73, 3.68)
H (-2.84, -3.00, 0.30)
H (-9.04, -0.67, -3.81)
H (-1.38, 4.37, -5.17)
H (1.67, -0.95, -0.88)
H (-6.80, 0.82, 4.45)
H (-2.66, 0.89, 1.67)
H (-5.71, -0.55, 4.65)
H (1.97, -3.72, 0.19)
H (2.00, 2.21, -4.85)
H (2.78, 2.47, 5.67)
H (-0.33, 2.71, -0.94)
H (5.33, -1.72, 0.56)
H (2.61, -1.49, 3.16)
H (0.70, -2.66, 2.12)
H (-1.32, -1.75, -1.99)
H (5.36, 2.61, 1.63)
H (4.20, 1.68, 4.97)
H (2.40, 3.99, -6.91)
H (6.81, -1.00, 2.65)
H (-1.24, 2.86, -6.10)
H (-1.42, -3.62, -0.48)
H (7.34, -4.28, 1.71)
H (-7.82, -2.44, -1.65)
H (3.29, 0.65, 3.34)
H (-0.19, 4.40, -7.65)
H (-3.09, 0.03, -1.97)
H (-0.09, -3.92, 1.25)
H (3.10, -1.90, -0.62)
H (1.36, 2.58, -7.14)
H (1.04, 4.69, 0.60)
H (5.34, 1.10, 2.51)
H (3.64, 3.45, 3.00)
H (-5.44, 0.97, 0.49)
H (0.76, -3.09, -0.88)
H (2.07, 3.94, -4.51)
H (1.79, 1.21, 2.68)
H (2.10, 4.34, -0.73)
H (2.97, -2.73, 1.97)
H (-2.98, -2.35, -1.95)
H (-0.79, -1.02, 0.74)
H (-7.46, -3.22, -4.33)
H (-6.32, -0.40, -4.52)
H (5.55, 1.06, 0.77)
H (4.15, 3.43, 5.22)
H (6.31, -5.18, 4.43)
H (5.08, -3.15, 1.54)
H (0.47, 5.38, -6.33)
H (-8.22, -0.72, -1.55)
H (-3.70, 2.27, 1.94)

As for the HOMO-LUMO gap: 10.00 eV. Its SMILES is CCOCCOC[C@H](CCCCCCCCCCCOC)O[C@@](C)(COCC)C[C@H](C)Br.C1CCOC1.C1CCOC1. Its spin multiplicity is 1.

Record 12
Molecular formula: C44H39N5O3Ti
Method: DFT, ωB97M-V with the def2-TZVPD basis set

Atoms and positions in Å:
Ti (-0.13, 0.36, -0.56)
O (1.51, 1.11, -1.49)
O (0.94, -0.48, 0.69)
O (-1.44, 1.11, -1.75)
N (-1.98, -1.59, -0.89)
N (-0.09, 2.35, 0.38)
N (1.60, -0.93, -2.54)
N (-1.65, 0.32, 0.84)
N (0.22, -0.75, -2.31)
C (4.20, 1.59, -2.09)
C (2.40, -0.40, 4.02)
C (0.70, 4.55, 0.83)
C (0.53, 3.44, -0.01)
C (-5.37, 0.35, 0.46)
C (0.53, -3.29, 0.34)
C (3.37, 0.66, 1.98)
C (-4.22, 0.88, -4.03)
C (-3.85, -0.23, -4.81)
C (-0.90, 3.13, 3.90)
C (4.06, -0.19, 0.91)
C (-1.84, -0.43, -3.50)
C (2.27, -0.15, 2.65)
C (4.43, -0.73, -2.68)
C (0.00, -3.10, 1.76)
C (-4.40, -1.41, -0.86)
C (-0.40, 3.32, 2.58)
C (1.27, -0.85, 1.95)
C (-1.87, 1.01, 3.21)
C (-2.22, 0.68, -2.71)
C (-2.96, 0.07, 0.48)
C (6.37, 0.70, -2.61)
C (0.68, -1.99, 2.53)
C (2.97, 2.03, 1.46)
C (-2.66, -0.86, -4.56)
C (-3.32, -3.14, -2.13)
C (-1.59, 1.99, 4.19)
C (2.17, 0.16, -2.10)
C (0.85, -2.19, 3.90)
C (0.27, 4.47, 2.13)
C (-0.51, -0.96, -3.34)
C (3.63, 0.35, -2.31)
C (-5.54, -0.70, -0.40)
C (1.64, -1.36, 4.67)
C (-4.08, 0.74, 0.90)
C (-3.42, 1.34, -3.02)
C (5.80, -0.55, -2.83)
C (-1.42, 1.16, 1.93)
C (-1.53, -3.04, 1.86)
C (-3.12, -1.00, -0.44)
C (-0.62, 2.30, 1.64)
C (-4.47, -2.52, -1.73)
C (5.56, 1.77, -2.24)
C (-2.09, -2.62, -1.69)
H (4.10, 0.83, 2.78)
H (1.21, 5.43, 0.45)
H (-3.70, 2.19, -2.41)
H (-3.34, -3.99, -2.79)
H (-1.16, -3.07, -2.02)
H (0.36, -3.04, 4.35)
H (-1.99, -3.86, 1.29)
H (3.98, -1.69, -2.84)
H (3.15, 0.16, 4.57)
H (-2.46, 0.14, 3.47)
H (4.84, 0.38, 0.40)
H (6.00, 2.75, -2.08)
H (2.39, 2.58, 2.20)
H (-5.44, -2.86, -2.08)
H (3.87, 2.61, 1.24)
H (-0.03, -1.47, -4.18)
H (0.94, 3.41, -1.01)
H (-0.72, 3.89, 4.65)
H (4.50, -1.08, 1.35)
H (0.30, -4.01, 2.30)
H (0.17, -4.24, -0.06)
H (-1.96, 1.83, 5.20)
H (3.56, 2.42, -1.79)
H (6.42, -1.38, -3.11)
H (-6.53, -1.00, -0.73)
H (-1.84, -3.13, 2.90)
H (0.44, 5.30, 2.82)
H (-1.90, -2.10, 1.47)
H (-2.33, -1.69, -5.17)
H (3.34, -0.52, 0.15)
H (7.43, 0.84, -2.72)
H (1.62, -3.32, 0.34)
H (-4.49, -0.57, -5.62)
H (-5.16, 1.38, -4.24)
H (1.75, -1.53, 5.73)
H (-4.00, 1.57, 1.59)
H (2.40, 1.95, 0.54)
H (-6.23, 0.90, 0.81)
H (0.22, -2.50, -0.34)

As for the HOMO-LUMO gap: 6.87 eV. Its energy relative to the best compared isomer or geometry (same formula, charge and spin) is 23.66 kcal/mol. Its spin multiplicity is 1.

no.,maximum force (hartree/bohr),total energy (eV)
1,0.1259,-14398.2763
2,0.0893,-53890.2187
3,0.0779,-16211.6604
4,0.1026,-46517.1485
5,0.0649,-18526.1342
6,0.0286,-5733.9928
7,0.0613,-39571.8964
8,0.1415,-11301.9234
9,0.0951,-45935.4211
10,0.3088,-26721.3983
11,0.0175,-120749.1921
12,0.0195,-82974.5415